1.
Below is a molecular structure, C22H34N3OPtTe, with properties calculated with the ωB97M-V functional and the def2-TZVPD basis.

## Properties
**E_LUMO**: -3.52 eV
**Total charge**: +1

Geometry (Å):
C: -2.549 0.016 -1.992
C: -1.366 3.075 -0.834
C: -3.068 3.563 0.784
C: -2.459 2.725 1.712
N: 3.633 -2.728 0.760
H: -0.747 1.485 2.079
H: -3.976 4.091 1.055
C: -3.020 2.573 3.099
H: 3.448 1.250 -1.645
H: 0.856 0.451 -2.850
H: -1.987 -3.856 -0.792
H: -3.054 -3.146 -2.023
C: -0.875 -4.001 2.556
C: -2.487 -2.948 -1.114
H: -2.611 5.644 -1.510
H: -4.189 4.942 -1.165
Te: -1.070 -1.473 -1.699
C: 3.292 -3.040 -0.519
C: 0.980 1.524 -2.683
Pt: 0.126 -0.451 0.279
C: 4.288 -3.867 -1.290
H: -2.720 3.410 3.733
C: 2.720 -1.952 1.573
C: -3.167 4.706 -1.459
C: 0.336 -4.530 2.971
H: 4.526 -3.008 1.127
O: 2.223 -2.676 -0.980
C: -0.739 2.206 0.066
H: -4.109 2.552 3.081
C: -2.522 3.760 -0.481
H: 1.977 3.467 0.023
N: 0.371 1.385 -0.240
H: 2.651 3.507 -1.609
H: -1.781 -2.384 1.487
H: -3.191 4.287 -2.466
H: 0.975 3.963 -1.343
C: 2.652 0.975 -0.952
C: 1.757 3.277 -1.029
H: -1.819 -4.460 2.811
H: 2.496 -1.005 1.082
H: 3.006 1.165 0.066
H: 2.461 -4.219 2.963
H: 2.454 -0.094 -1.060
C: -1.289 2.075 1.347
H: 1.772 1.855 -3.358
C: 1.395 1.803 -1.235
C: 1.495 -3.858 2.635
H: -3.362 -0.388 -2.592
H: -0.977 3.214 -1.831
H: 4.075 -3.771 -2.351
H: 0.067 2.035 -2.984
H: -3.159 -2.589 -0.339
H: -2.669 1.657 3.574
N: 0.263 -2.215 1.439
H: 4.182 -4.915 -1.007
H: 3.211 -1.717 2.517
C: -0.864 -2.847 1.804
C: 1.437 -2.698 1.876
H: -2.912 0.359 -1.025
H: 5.315 -3.562 -1.089
H: 0.376 -5.435 3.562
H: -2.075 0.841 -2.516

Atomic forces in eV per Å
C -0.04 0.07 0.11
C 0.03 -0.08 0.06
C 0.00 0.01 -0.01
C 0.02 0.01 -0.01
N -0.05 0.01 0.05
H -0.02 -0.04 0.01
H 0.01 -0.01 0.01
C -0.04 0.01 0.00
H -0.01 -0.01 -0.02
H -0.01 0.02 0.03
H 0.09 0.01 -0.02
H -0.01 -0.07 0.04
C -0.10 0.07 -0.04
C -0.10 0.04 0.02
H 0.00 0.00 0.01
H 0.00 0.00 0.00
Te 0.24 -0.05 0.00
C 0.12 -0.06 -0.09
C -0.02 -0.01 -0.07
Pt 0.13 -0.21 -0.03
C -0.01 0.02 0.02
H 0.00 0.00 -0.01
C -0.03 -0.01 0.00
C 0.01 0.00 0.01
C 0.09 -0.04 0.04
H 0.01 0.03 0.01
O -0.12 -0.04 -0.03
C -0.10 0.16 -0.19
H 0.01 0.01 0.01
C -0.05 0.00 0.02
H -0.02 0.00 -0.01
N -0.11 0.17 0.09
H 0.01 -0.02 -0.01
H -0.13 0.05 -0.10
H 0.01 -0.01 0.01
H -0.01 -0.01 0.01
C 0.07 0.02 0.10
C -0.01 0.03 0.01
H 0.03 -0.02 0.01
H -0.06 -0.02 -0.04
H -0.02 0.02 -0.04
H 0.00 0.00 0.00
H -0.01 0.00 -0.07
C 0.06 -0.01 0.01
H 0.01 0.01 0.02
C 0.04 -0.02 0.03
C 0.00 -0.03 0.01
H 0.06 -0.06 -0.01
H 0.00 0.00 -0.02
H 0.01 0.00 0.00
H 0.00 -0.01 0.03
H 0.04 0.08 0.00
H 0.01 0.00 -0.01
N -0.19 0.10 0.05
H -0.01 0.00 0.00
H 0.04 -0.05 -0.01
C 0.09 -0.07 0.13
C 0.04 0.01 -0.07
H 0.02 0.01 -0.03
H -0.01 0.00 0.00
H -0.01 0.00 0.00
H -0.01 0.02 0.00

=====

2.
Below is 5 unconnected molecules or ions with the total composition H9O5 at a distorted geometry, with properties calculated with the ωB97M-V functional and the def2-TZVPD basis.

## Properties
**E_LUMO**: 4.06 eV
**Total charge**: -1

Geometry (Å):
H: -2.400 -1.782 0.634
O: -0.387 0.277 0.938
O: -2.586 -1.178 1.353
H: 0.184 -2.201 -0.459
H: 0.357 -0.750 0.025
H: 1.125 1.256 0.550
H: 2.592 1.324 0.144
H: -0.389 0.976 -1.491
H: 0.837 0.935 -2.354
O: -0.067 1.215 -2.362
O: 1.950 1.781 0.715
H: -0.038 0.031 1.816
O: 0.710 -1.406 -0.712
H: -1.888 -0.478 1.202

Atomic forces in eV per Å
H -0.04 -0.17 -0.14
O 0.49 -0.22 0.31
O -0.20 0.16 0.06
H 0.74 0.81 -0.51
H 0.00 -0.13 -0.64
H -0.24 0.22 0.63
H -0.22 0.31 0.37
H -0.10 -0.19 0.42
H 0.68 -0.39 0.08
O -0.68 0.54 -0.42
O 0.35 -0.51 -0.75
H -0.21 0.31 -0.54
O -0.83 -0.67 1.09
H 0.25 -0.07 0.04

=====

3.
Below is a molecular structure, C30H43CsGeN7O5, with properties calculated with the ωB97M-V functional and the def2-TZVPD basis.

## Properties
**E_LUMO (spin up / spin down)**: -1.13 / -1.93 eV
**<S²>**: 0.818
**Spin multiplicity**: 2

Geometry (Å):
C: 0.801 -2.529 -6.462
C: 2.043 -6.851 -8.070
C: 1.391 -2.415 2.493
C: -4.828 3.021 4.214
H: -1.627 -1.268 5.405
C: -1.275 -0.762 -5.122
C: -1.031 0.405 -4.281
H: 0.037 4.264 1.443
H: 2.568 4.055 4.208
H: -0.872 0.972 7.312
H: 0.471 4.890 3.037
H: -0.778 1.808 -5.887
H: 1.567 2.685 0.265
C: 1.653 -3.602 -6.489
O: 1.030 2.333 2.845
H: 1.100 -7.343 -7.819
C: 2.390 2.926 0.945
C: 0.875 4.562 2.077
H: 4.075 -2.563 3.209
C: -0.759 1.670 -4.814
C: -1.406 2.137 4.864
H: -5.187 4.904 4.802
N: -1.254 -1.454 -7.341
N: -3.773 1.721 1.356
H: 2.997 2.029 1.069
H: 0.676 -2.368 1.665
C: -1.298 -1.062 -2.259
H: 0.277 -0.243 6.713
N: -4.573 3.401 2.997
H: 0.009 -5.543 -8.754
H: 2.868 -7.530 -7.875
C: 1.373 -4.709 -7.303
H: -1.484 -3.579 -8.727
H: 1.392 5.402 1.606
Ge: 1.777 0.960 3.921
H: -0.591 2.857 4.803
H: -2.747 -0.019 5.971
H: 1.791 -3.431 2.531
C: -1.601 -2.026 -4.502
H: 3.703 3.023 3.331
C: 3.119 -1.550 0.904
C: -4.156 2.489 2.135
H: -1.928 2.158 3.904
O: 2.265 -5.719 -7.246
H: 3.918 -0.820 0.762
O: -0.006 0.301 4.118
C: -2.017 -0.271 5.195
H: 3.529 -2.554 0.768
C: 2.955 3.810 3.217
C: 1.815 3.374 2.293
H: 4.354 -0.810 3.263
H: -5.666 3.711 5.936
C: -0.481 2.707 -3.957
C: -0.363 -2.527 -7.252
C: 0.236 -4.708 -8.109
C: -0.861 0.732 5.151
N: -4.856 1.728 4.636
N: -0.724 1.272 -2.063
H: 3.452 4.693 2.806
H: -4.472 1.049 3.995
H: 0.855 -2.210 3.421
C: -1.625 -2.169 -3.168
C: -1.007 0.264 -2.893
O: -1.271 -1.210 -1.052
C: -0.608 -3.610 -8.093
N: -5.092 3.965 5.152
H: 3.183 -1.554 4.357
H: 2.558 -3.616 -5.896
C: -0.467 2.458 -2.582
N: -1.304 -0.572 -6.429
H: -2.515 -0.304 4.221
H: -1.853 -2.859 -5.143
H: 2.990 3.713 0.481
H: 2.042 -6.574 -9.127
H: -0.268 3.699 -4.329
O: 1.957 -0.079 2.345
H: 1.037 -1.672 -5.844
H: -4.622 1.554 5.600
H: -1.886 -3.111 -2.704
Cs: -0.603 0.526 1.240
C: 2.505 -1.382 2.294
C: 3.596 -1.591 3.347
C: -0.161 0.737 6.515
H: -0.240 3.253 -1.881
H: 0.640 1.477 6.543
H: -2.095 2.452 5.654
H: 2.358 -1.377 0.138

Atomic forces in eV per Å
C -0.01 0.10 0.06
C -0.01 0.00 -0.01
C -0.01 0.02 0.03
C 0.07 -0.29 0.20
H -0.02 -0.01 -0.01
C -0.16 0.06 -0.37
C -0.01 0.00 0.09
H 0.00 0.00 0.00
H -0.01 0.00 0.00
H 0.01 -0.01 0.01
H 0.00 0.01 -0.01
H 0.00 0.01 0.00
H 0.04 -0.02 -0.05
C 0.01 -0.09 -0.05
O 0.50 0.35 0.15
H 0.00 0.00 0.00
C -0.10 0.01 0.00
C 0.00 -0.04 0.02
H 0.01 0.00 0.01
C -0.02 -0.02 -0.05
C 0.03 -0.02 0.01
H -0.01 0.00 0.00
N -0.05 -0.38 -0.10
N 0.03 -0.03 0.03
H 0.00 0.00 0.01
H 0.01 -0.01 0.02
C 0.03 0.01 -0.04
H 0.00 0.00 0.00
N -0.04 0.29 -0.12
H 0.00 0.00 0.00
H 0.00 0.00 0.00
C -0.03 0.04 0.05
H 0.01 -0.01 0.00
H -0.01 0.00 0.00
Ge -0.51 -0.05 -0.38
H 0.01 -0.01 -0.01
H -0.01 0.01 0.00
H 0.01 0.00 -0.02
C 0.03 -0.05 0.13
H -0.01 -0.01 0.00
C -0.02 0.03 0.01
C 0.06 -0.08 0.02
H -0.01 0.00 0.00
O 0.05 -0.01 0.01
H 0.00 -0.01 -0.01
O 0.12 -0.01 0.34
C 0.06 0.00 -0.03
H 0.00 0.00 -0.01
C -0.01 0.00 -0.04
C -0.09 0.06 -0.03
H 0.00 0.00 0.00
H 0.01 0.02 0.03
C 0.01 0.01 0.07
C -0.06 0.18 -0.04
C -0.02 0.03 -0.01
C -0.03 -0.07 0.09
N 0.01 0.08 -0.05
N 0.04 -0.02 0.11
H 0.01 0.00 0.02
H -0.01 -0.01 -0.01
H 0.01 0.01 0.00
C 0.02 0.06 -0.05
C 0.03 0.03 0.01
O -0.04 -0.21 -0.22
C -0.01 -0.07 -0.06
N -0.04 0.00 -0.10
H 0.00 0.00 0.00
H 0.00 0.00 0.00
C -0.03 -0.02 -0.08
N 0.25 0.15 0.40
H -0.02 -0.01 0.01
H 0.00 0.01 -0.03
H 0.02 0.00 0.02
H 0.00 -0.01 0.00
H 0.00 0.00 0.00
O 0.38 -0.22 0.18
H 0.02 -0.02 -0.01
H -0.02 0.01 0.00
H -0.01 0.01 0.03
Cs -0.43 0.16 -0.11
C 0.06 0.01 -0.02
C -0.05 -0.02 -0.01
C -0.03 -0.02 -0.03
H 0.00 0.01 0.00
H 0.00 0.00 0.00
H -0.02 0.02 -0.02
H 0.00 0.00 0.00

=====

4.
Below is a gas-phase ion, C5H6N (charge +1) at a distorted geometry, with properties calculated with the ωB97M-V functional and the def2-TZVPD basis.

## Properties
**E_LUMO (spin up / spin down)**: -5.38 / -7.76 eV
**<S²>**: 2.041
**Spin multiplicity**: 3
**Total charge**: +1

Geometry (Å):
H: 2.647 -0.136 0.286
C: 1.924 -0.888 0.022
H: 0.024 0.959 1.103
H: -2.111 1.297 0.431
H: 2.346 -1.844 -0.293
H: 0.485 1.337 -0.637
C: -0.652 -1.286 0.057
C: 0.599 -0.725 -0.099
H: -1.647 0.758 -1.062
C: -0.070 0.748 0.138
N: -1.575 0.609 -0.081
C: -1.970 -0.830 0.136

Atomic forces in eV per Å
H -0.21 0.48 -0.03
C 0.67 -1.83 -1.02
H 0.92 1.58 3.84
H -0.42 0.26 0.08
H -0.05 0.07 0.45
H -1.12 0.43 1.11
C 0.04 -4.87 -0.77
C -3.74 3.51 1.87
H -0.98 0.51 -1.33
C 1.49 -0.68 -4.38
N 1.90 0.70 -0.17
C 1.49 -0.16 0.34

=====

5.
Below is a molecular structure, C5H10S at a distorted geometry, with properties calculated with the ωB97M-V functional and the def2-TZVPD basis.

## Properties
**E_LUMO**: -0.37 eV

Geometry (Å):
C: 1.924 0.376 0.594
S: -1.370 -0.371 -2.937
H: 2.193 0.328 -0.570
H: 0.364 -1.207 -0.050
H: -2.224 0.851 0.627
H: 0.252 1.701 -0.156
H: 0.769 -0.707 -1.906
H: 0.134 0.819 1.639
H: 2.086 -0.630 1.041
C: -0.339 -0.362 -0.078
H: -2.356 -0.839 -0.430
C: -0.382 -0.500 -1.563
C: 0.380 0.720 0.575
C: -1.845 -0.436 0.583
H: 2.362 1.210 1.117
H: -1.948 -0.954 1.515

Atomic forces in eV per Å
C -1.37 0.08 -2.89
S 1.01 -0.31 3.11
H 0.16 0.18 2.72
H -0.84 -0.92 1.49
H 1.12 -4.19 0.16
H 0.13 -1.92 2.59
H -2.64 0.46 0.63
H -0.68 0.45 -0.59
H 0.09 0.87 -0.09
C -3.80 -2.04 0.42
H -0.02 0.48 3.15
C 2.69 1.11 -4.05
C 3.10 2.88 -1.66
C 0.25 3.25 -5.20
H 0.95 -0.14 -0.02
H -0.17 -0.24 0.22

=====

6.
Below is C5H4N2 in the gas phase at a distorted geometry, with properties calculated with the ωB97M-V functional and the def2-TZVPD basis.

## Properties
**E_LUMO**: -0.01 eV
**SMILES**: C#Cc1ccn[nH]1

Geometry (Å):
N: -0.152 -1.785 -0.695
H: -1.262 1.685 2.204
C: 0.231 0.205 0.246
C: 0.483 0.354 -1.100
H: 0.304 -1.237 -2.659
H: 0.790 1.269 -1.585
H: -0.433 -1.510 1.304
C: -0.172 1.900 2.201
C: 0.111 1.130 1.282
C: 0.237 -0.919 -1.631
N: -0.137 -1.092 0.433

Atomic forces in eV per Å
N 0.08 0.17 -0.15
H -0.09 1.02 0.85
C 0.12 -0.18 -0.22
C 0.03 -0.07 -0.06
H 0.03 -0.04 0.06
H -0.06 -0.20 -0.02
H 0.09 0.03 -0.19
C -0.65 -0.68 -0.30
C 0.35 0.16 0.15
C -0.01 -0.13 -0.19
N 0.10 -0.08 0.07

=====

7.
Below is 2 unconnected molecules or ions with the total composition CH2BrFO2S at a distorted geometry, with properties calculated with the ωB97M-V functional and the def2-TZVPD basis.

## Properties
**E_LUMO (spin up / spin down)**: -2.04 / -2.47 eV

Geometry (Å):
O: 0.790 -1.461 1.575
F: -1.929 -0.250 -1.000
C: -1.196 0.601 -0.340
H: -0.655 1.283 -0.860
Br: 2.515 0.995 0.554
H: -1.838 0.891 0.443
O: 1.363 -1.367 -0.768
S: 0.950 -0.692 0.397

Atomic forces in eV per Å
O 0.02 0.06 1.34
F 0.37 -0.90 -1.25
C -0.42 -2.50 1.83
H 1.72 1.72 -1.76
Br -0.37 -0.16 0.32
H 0.36 0.70 1.77
O 0.37 -0.65 -1.68
S -2.07 1.74 -0.58

=====

8.
Below is a molecular structure, C7H6BF4N5OPdS3 at a distorted geometry, with properties calculated with the ωB97M-V functional and the def2-TZVPD basis.

## Properties
**E_LUMO**: 4.85 eV
**Total charge**: -2

Geometry (Å):
N: -1.179 0.152 -1.554
F: 2.519 -0.420 -2.045
F: 2.885 -1.219 -4.167
N: 3.338 1.801 0.152
H: -1.714 2.128 0.842
N: -2.058 1.508 0.126
C: -2.898 0.426 0.614
B: 2.075 -0.355 -3.425
S: 0.977 -1.888 0.368
C: 0.305 -1.286 1.823
Pd: 1.934 0.118 0.032
N: -1.347 -4.376 2.174
F: 2.151 0.947 -3.878
H: -2.322 -0.446 0.937
F: 0.731 -0.812 -3.453
N: -1.549 -0.820 4.771
S: 4.746 4.212 -0.090
C: -0.995 -3.297 2.380
H: -0.492 -0.023 -2.277
H: -2.054 -0.332 -1.602
C: 3.906 2.811 0.033
C: -1.107 -1.321 3.830
O: -0.041 1.975 -0.819
H: -3.611 0.109 -0.152
S: 0.870 0.323 2.033
C: -0.572 -1.957 2.660
H: -3.475 0.789 1.462
C: -1.022 1.253 -0.777

Atomic forces in eV per Å
N -0.14 0.24 -0.17
F 0.14 0.02 0.05
F -0.13 0.12 0.08
N -0.71 -0.31 -0.21
H 0.04 -0.01 0.03
N 0.00 -0.07 -0.14
C 0.08 0.02 0.02
B 0.02 -0.15 -0.03
S -0.32 -0.11 0.00
C -0.08 -0.03 0.07
Pd 0.86 0.58 0.10
N -0.02 -0.05 -0.02
F 0.01 -0.06 -0.01
H -0.01 -0.01 0.00
F 0.09 0.04 -0.03
N -0.03 0.03 0.01
S 0.12 0.18 0.00
C 0.13 0.48 0.13
H 0.08 -0.10 0.02
H 0.03 -0.06 0.06
C -0.06 -0.27 0.13
C 0.20 -0.29 -0.41
O -0.10 0.15 -0.16
H -0.02 0.01 0.00
S 0.22 -0.13 -0.12
C -0.30 -0.16 0.32
H -0.01 0.00 0.01
C -0.12 -0.07 0.26

=====

How do the records compare in energy above the lowest of the compared OMol25 structures with the same formula, charge and spin? In the order shown, they have 3.9 6.3 6.3 95.8 92.2 76.9 48.3 0.0 kcal per mole.